{"formula": "C28H55BCl2N7O37", "method": "wB97M-V/def2-TZVPD", "total_charge": -1, "e_tot_ha": -5212.05343, "multiplicity": 1, "homo_lumo_gap_ev": 9.87, "symbols": ["H", "O", "C", "H", "H", "H", "Cl", "O", "C", "O", "O", "O", "O", "H", "H", "O", "N", "O", "H", "O", "C", "O", "N", "O", "C", "C", "H", "O", "H", "H", "O", "O", "H", "H", "O", "O", "O", "N", "C", "H", "C", "C", "H", "H", "H", "N", "Cl", "C", "O", "C", "O", "H", "H", "H", "C", "H", "H", "H", "H", "O", "O", "C", "O", "H", "O", "H", "C", "H", "H", "H", "H", "C", "O", "O", "H", "C", "H", "O", "H", "O", "H", "H", "H", "N", "C", "H", "C", "H", "C", "H", "C", "H", "O", "N", "H", "N", "C", "O", "H", "C", "H", "O", "C", "H", "O", "O", "B", "O", "O", "O", "H", "H", "C", "C", "C", "H", "H", "H", "H", "C", "C", "O", "H", "C", "O", "H", "H", "H", "H", "H"], "coordinates": [[-19.8523, 12.1771, 1.5067], [-21.1048, 19.1400, 8.7664], [-11.4380, 11.7958, 2.5761], [-18.1097, 9.3022, 6.3361], [-13.0534, 11.5282, 11.0376], [-11.4964, 14.1905, 7.7355], [-20.0684, 9.4168, 5.0920], [-21.6302, 9.6042, 9.2964], [-24.7514, 15.1387, 3.8845], [-16.4868, 16.4006, -0.1568], [-24.7183, 15.4897, 2.5968], [-17.7446, 15.0249, 4.4282], [-17.9889, 13.4767, 6.1535], [-11.8853, 21.3793, 1.9015], [-23.7050, 17.6813, 3.9122], [-25.0107, 9.6549, 5.9592], [-21.4582, 10.7865, 9.5327], [-12.7358, 17.7837, 1.9877], [-17.7844, 17.2695, 13.1372], [-15.7786, 14.4296, 5.7301], [-17.5544, 16.5367, 12.3620], [-10.4378, 13.7809, 3.1889], [-21.0665, 18.3789, 7.8164], [-16.9942, 15.2087, 10.1336], [-19.7507, 18.1488, 7.1452], [-18.2195, 16.1589, 1.3182], [-19.4994, 17.1248, 7.4085], [-11.0111, 13.5440, 1.1303], [-14.1908, 12.4054, 7.3371], [-23.3482, 8.8124, 5.0479], [-14.7266, 11.8994, 3.6160], [-13.6075, 13.9557, 5.5115], [-18.3812, 10.9399, 5.8251], [-25.2431, 13.6876, 1.7811], [-9.8885, 12.9717, 9.3875], [-25.5184, 14.3679, 4.3772], [-11.3925, 18.4597, 5.0752], [-17.1570, 16.9760, 0.6759], [-14.9446, 17.1210, 3.3781], [-10.7497, 11.0757, 2.1499], [-15.5033, 16.3961, 8.1971], [-13.4201, 18.6428, 2.4791], [-22.5634, 12.7592, 6.5854], [-12.1362, 11.1755, 12.5094], [-19.7236, 10.9174, 8.5157], [-15.8696, 11.2534, 7.8287], [-17.1147, 7.8601, 4.1794], [-24.6352, 10.9412, 5.9843], [-23.8067, 15.7451, 4.5846], [-20.0665, 12.6679, 2.4517], [-22.3370, 11.5781, 9.7985], [-19.5121, 10.7239, 10.2860], [-19.0027, 15.9715, 0.5819], [-17.9363, 9.9361, 3.3848], [-11.8489, 20.3056, 2.0322], [-16.0149, 17.0461, 3.5573], [-22.2417, 17.0609, 4.6755], [-14.4195, 16.7983, 4.2781], [-15.7829, 15.3418, 8.1916], [-21.6152, 14.1654, 3.2508], [-23.3535, 11.0794, 5.6437], [-18.3748, 9.9117, 5.4737], [-15.7590, 16.9736, 9.4639], [-11.6069, 19.8117, 1.0926], [-16.6466, 12.8631, 4.2347], [-12.5604, 12.8655, 12.1046], [-11.3067, 16.2218, 4.4913], [-11.3534, 15.3179, 5.0852], [-18.5669, 16.2664, 12.0292], [-12.0675, 16.1035, 3.7166], [-11.1377, 19.9766, 2.7886], [-10.9185, 12.7947, 9.9577], [-16.7594, 17.0913, 11.3569], [-21.7103, 13.6906, 1.1546], [-19.0333, 18.8637, 7.5303], [-18.9545, 15.2015, 4.9389], [-22.6541, 16.5431, 3.0364], [-12.5683, 17.1008, 6.2526], [-25.3111, 15.0289, 0.6841], [-20.0580, 14.0543, 6.8086], [-16.0806, 16.8560, 7.3957], [-11.6021, 11.7311, 3.6454], [-11.7558, 15.3352, 9.0237], [-11.7886, 17.3439, 5.3469], [-23.0591, 16.8045, 4.0104], [-23.4769, 8.5540, 6.8159], [-24.0269, 8.6332, 5.8815], [-26.5883, 14.9046, 1.9270], [-12.0869, 14.3697, 8.6326], [-17.6910, 15.2578, 1.6028], [-20.0370, 11.2565, 9.4993], [-15.2726, 13.0823, 8.6002], [-16.9441, 18.0963, 1.0822], [-21.2138, 13.6008, 2.2553], [-17.1826, 15.6420, 12.8637], [-10.9549, 13.1645, 2.2797], [-14.7844, 12.1900, 8.2159], [-25.3948, 11.8224, 6.2241], [-19.9062, 18.2779, 6.0809], [-22.8137, 12.3972, 5.5909], [-13.1073, 14.5028, 8.2799], [-16.8913, 11.2456, 8.4695], [-14.7533, 13.7804, 5.2188], [-14.1670, 11.7394, 8.9862], [-15.6561, 10.5743, 6.8415], [-13.1484, 19.9306, 2.4942], [-17.0350, 13.9551, 5.1365], [-14.6034, 18.4467, 3.0402], [-19.7440, 16.0333, 4.6127], [-22.0163, 17.7742, 7.3620], [-19.9593, 12.3259, 9.6358], [-10.3900, 16.5810, 4.0480], [-17.4753, 9.5947, 4.3112], [-19.1286, 14.1557, 6.0772], [-16.5530, 16.3122, 10.2979], [-23.5068, 13.0865, 5.1156], [-20.3976, 11.9499, 3.1968], [-14.4408, 16.4540, 7.9779], [-21.9066, 12.3481, 4.9947], [-15.3234, 12.7240, 4.2275], [-12.2758, 11.8938, 11.7099], [-12.0740, 13.4195, 9.6832], [-19.1844, 13.2397, 2.7282], [-25.5357, 14.7382, 1.7081], [-11.0545, 11.9401, 10.9652], [-18.7462, 16.6932, 2.1033], [-16.5323, 10.1323, 4.3894], [-12.4120, 11.6553, 2.1109], [-14.7344, 16.4646, 2.5286], [-24.5291, 7.6905, 5.6698]], "atomic_forces_ev_per_a": [[-0.208, -0.019, -0.007], [0.049, -0.147, -0.130], [-1.144, -0.057, 0.194], [0.120, 0.050, -0.058], [-0.184, 0.072, 0.251], [0.287, -0.766, 0.364], [-0.046, 0.292, 0.010], [-0.007, 0.146, -0.012], [0.085, 0.107, -0.031], [-0.082, 0.047, -0.282], [0.201, 0.466, -0.734], [0.198, 0.159, -0.322], [0.247, -0.150, -0.115], [0.122, 0.088, 0.131], [0.023, -0.026, -0.086], [-0.387, -0.248, 0.178], [-0.102, 0.106, 0.407], [0.441, -0.294, 0.120], [0.704, 0.340, -0.224], [-0.096, 0.194, 0.104], [-2.084, -0.529, 1.246], [-0.109, 0.159, 0.155], [-0.203, 0.135, -0.107], [-0.191, -0.279, 0.105], [-0.187, 0.119, 0.292], [-0.774, 0.222, -0.368], [0.158, -0.037, -0.247], [-0.203, 0.062, 0.000], [0.056, -0.094, -0.017], [0.128, 0.070, 0.156], [0.639, -0.250, -0.327], [0.315, -0.140, -0.119], [0.060, 0.186, -0.499], [-0.434, -0.003, 0.178], [0.456, -0.037, -0.247], [-0.289, -0.365, -0.048], [0.007, 0.050, -0.031], [0.359, -0.079, 0.408], [-0.190, -0.877, -0.503], [0.267, 0.081, 0.178], [0.057, -1.171, -0.547], [-0.155, -0.469, -0.423], [-0.069, -0.023, 0.075], [0.196, 0.013, 0.035], [0.487, 0.211, 0.102], [0.334, 0.152, -0.473], [-0.062, -0.058, -0.040], [0.282, -0.068, -0.346], [0.202, 0.013, 0.561], [0.076, -0.141, -0.618], [0.123, -0.029, -0.059], [0.035, -0.116, -0.089], [0.403, -0.304, -0.306], [-0.008, -0.241, -0.048], [-0.012, -0.545, 0.031], [-0.009, 0.458, 0.112], [-0.069, -0.322, 0.243], [0.100, -0.027, -0.043], [-0.006, 0.078, 0.123], [0.125, 0.070, -0.143], [0.434, -0.430, -0.032], [-0.250, -0.906, 0.650], [0.018, 0.630, 0.130], [-0.098, 0.019, -0.037], [0.201, 0.099, -0.136], [0.096, 0.053, -0.003], [-0.955, 0.279, 0.029], [0.578, -0.005, 0.052], [0.367, -0.051, -0.529], [0.140, 0.193, -0.093], [0.202, 0.288, -0.058], [-0.384, 0.398, -0.091], [0.364, 0.254, 0.063], [0.040, 0.107, -0.352], [-0.022, -0.031, 0.123], [-0.137, -0.191, 0.306], [-0.029, -0.110, 0.024], [0.143, -0.106, -0.155], [0.105, 0.441, 0.162], [-0.469, -0.138, 0.117], [0.012, 0.379, 0.200], [0.411, -0.178, 0.048], [0.008, -0.061, 0.036], [-0.184, 0.103, 0.157], [0.065, 0.674, -0.378], [0.119, 0.046, 0.030], [0.341, -0.202, -0.456], [-0.012, -0.232, 0.036], [-0.073, 1.532, -0.501], [-0.358, -0.162, 0.290], [-0.268, -0.382, -0.338], [0.051, -0.010, 0.090], [-0.280, 0.213, -0.098], [-0.086, -0.225, 0.447], [0.586, 0.071, -0.362], [0.619, -0.288, -0.345], [-0.179, 0.469, 0.210], [-0.394, 0.344, 0.269], [-0.001, -0.256, -0.067], [-0.053, 0.483, -0.049], [-0.117, -0.240, 0.291], [-0.143, -0.110, 0.306], [-0.070, -0.101, -0.114], [-0.102, -0.160, 0.027], [-0.100, -0.197, -0.073], [-0.249, 0.653, 0.037], [-0.493, -0.295, 0.160], [-0.428, 0.759, 0.607], [-0.027, 0.191, -0.131], [0.189, 0.190, 0.142], [-0.253, 0.089, -0.134], [0.256, -0.498, 0.054], [0.147, 0.951, -0.230], [0.494, 0.450, 0.068], [0.192, -0.037, -0.323], [-0.121, -0.045, 0.120], [0.276, 0.043, 0.194], [-0.006, 0.330, 0.033], [0.011, -0.204, 0.091], [-0.641, 0.170, 0.360], [-0.314, -0.224, -0.643], [-0.288, -0.548, -0.135], [-0.138, 0.045, 0.410], [0.168, -0.517, 0.018], [0.312, -0.156, 0.590], [0.666, 0.049, 0.382], [0.041, -0.175, 0.202], [0.097, 0.196, -0.198], [0.234, -0.095, 0.188], [-0.288, 0.143, 0.200]], "mulliken_charge": [0.352, -0.594, -0.684, 0.448, 0.106, 0.409, -0.158, -0.558, 0.715, -0.585, -0.318, -0.082, -0.364, 0.240, 0.408, -0.397, 0.966, -0.598, 0.265, 0.229, -0.690, -0.537, 0.926, -0.521, -0.544, -0.628, 0.144, -0.562, -0.011, 0.166, -0.686, -0.640, -0.638, 0.286, -0.562, -0.583, -0.599, 1.002, -0.398, 0.333, 0.075, 0.856, 0.246, 0.298, -0.016, 1.101, -0.219, 0.722, -0.165, -0.650, -0.554, 0.336, 0.417, 0.270, -0.634, 0.245, -0.146, 0.181, -0.078, -0.272, -0.203, 0.277, -0.381, 0.297, -0.767, 0.261, -0.584, 0.174, 0.297, 0.235, 0.241, 0.725, -0.370, -0.629, 0.302, 0.205, 0.207, -0.539, 0.254, -0.662, 0.270, 0.239, 0.453, 0.953, -0.265, 0.223, -0.435, 0.286, -0.445, 0.191, -0.464, 0.168, -0.532, 0.878, 0.287, 0.974, -0.488, -0.511, 0.252, 0.423, -0.253, -0.576, 0.543, 0.315, -0.566, -0.388, 0.782, -0.457, -0.380, -0.516, 0.288, 0.337, 0.174, 0.707, 0.755, -0.315, 0.249, 0.078, -0.199, 0.248, -0.451, -0.187, 0.098, -0.704, -0.356, 0.184, -0.171, 0.240, 0.382, 0.265]}